100
Properties=species:S:1:pos:R:3:forces:R:3 method="wB97M-V/def2-TZVPD" spin_multiplicity=1 total_charge=0 smiles=C1CCOC1.C1CCOC1.C1CCOC1.C1CCOC1.C1CCOC1.C1CCOC1.C1CCOC1.CCO lumo_energy_ev=0.44 e_above_lowest_kj_mol=301.39
C -4.880130 11.870547 -11.093429 0.61 -0.59 0.31
C -5.842153 10.675175 -11.086635 -0.70 -0.07 -1.29
C -5.262095 9.721555 -12.203647 -1.20 -1.10 1.94
O -4.423191 10.452869 -12.984223 0.14 1.46 -0.96
C -3.801687 11.426756 -12.139602 -0.65 -0.06 -0.19
H -4.517029 11.957901 -10.069403 0.64 0.14 -0.16
H -5.328799 12.843119 -11.295669 -0.14 -0.24 -0.44
H -6.835623 10.992471 -11.403563 -0.05 0.08 -0.16
H -6.029655 10.230069 -10.109473 0.54 -0.22 -0.02
H -6.060735 9.242683 -12.770176 0.00 0.27 -0.32
H -4.693831 8.894354 -11.778308 0.10 -0.27 0.56
H -3.496639 12.203577 -12.840734 0.36 0.11 0.47
H -2.971701 10.890811 -11.679184 0.36 0.49 0.32
C -10.807744 12.224290 -5.813036 2.05 -1.02 1.06
C -12.110475 12.944800 -6.058576 0.59 -0.01 0.01
C -13.033217 11.825055 -6.532335 0.07 0.91 -0.96
O -12.164853 10.774381 -6.879919 -1.36 -1.06 -1.35
C -11.116070 10.731293 -5.986682 -0.04 -0.08 0.98
H -10.350429 12.467072 -4.853854 -0.17 -0.14 0.25
H -10.022112 12.493027 -6.519192 -0.20 0.07 -0.32
H -11.804522 13.640213 -6.840168 -1.07 0.51 0.17
H -12.456478 13.384629 -5.123195 -0.10 0.45 -0.40
H -13.557314 12.082713 -7.452679 -0.13 0.02 0.07
H -13.792502 11.626867 -5.775820 0.13 -0.66 0.24
H -10.350088 10.036650 -6.331402 0.31 0.57 -0.60
H -11.468433 10.197433 -5.104113 -0.08 0.43 0.84
C -3.868234 10.288419 -6.878312 0.69 -0.97 0.68
C -3.185121 9.763865 -8.119952 -0.98 -1.30 -1.20
C -1.762506 9.458279 -7.686489 -0.33 1.95 0.56
O -1.549200 10.569218 -6.780330 1.51 0.05 0.46
C -2.736174 11.086417 -6.245690 -1.40 0.10 -0.12
H -4.021112 9.394805 -6.273182 -0.55 0.08 0.38
H -4.783977 10.870981 -6.978937 0.04 -0.25 -0.26
H -3.364060 10.478848 -8.923003 0.86 -0.02 -0.25
H -3.607271 8.811896 -8.441886 -0.48 0.02 -0.22
H -0.977004 9.479670 -8.441889 -0.23 0.34 -0.19
H -1.618150 8.511181 -7.166627 -0.48 -0.11 0.14
H -2.941356 12.127451 -6.495184 0.79 0.34 -0.29
H -2.820956 11.045573 -5.159769 0.57 -0.27 0.19
C -7.647050 8.521273 -7.168580 -0.59 -0.82 -0.08
C -7.465168 9.346614 -5.961578 1.31 0.64 1.07
C -8.028693 8.520094 -4.828529 -0.60 0.39 -0.90
O -7.809704 7.132008 -5.147638 0.66 1.01 -0.39
C -7.534925 7.084713 -6.552002 -0.47 0.91 -1.52
H -6.852268 8.713508 -7.889336 -0.19 -0.14 -0.21
H -8.621879 8.715181 -7.616023 -0.03 -0.20 -0.20
H -7.939349 10.327799 -5.984624 0.23 0.11 -0.04
H -6.388783 9.423216 -5.807829 0.12 0.52 0.16
H -9.088506 8.752598 -4.932570 -0.48 -0.41 0.95
H -7.601639 8.860383 -3.885164 -0.21 -0.59 0.22
H -8.283372 6.486515 -7.071703 0.27 -0.55 0.28
H -6.521413 6.806405 -6.840834 0.05 -0.85 0.73
C -9.652544 9.444468 -0.982914 -0.46 -0.48 0.82
C -10.929974 10.169756 -1.445660 0.66 0.33 0.44
C -11.719782 10.157550 -0.157192 -0.27 -0.72 0.03
O -11.513618 8.869728 0.382337 0.64 -1.66 0.40
C -10.137085 8.428604 0.109547 -0.42 1.91 -0.23
H -9.122313 10.207592 -0.413181 0.60 -0.12 -0.42
H -9.027220 8.894848 -1.686458 -0.05 0.62 -0.34
H -11.425565 9.669565 -2.277699 -0.18 0.15 0.13
H -10.765777 11.233837 -1.615537 0.32 -0.10 -0.83
H -12.778613 10.359997 -0.318388 -0.15 -0.46 0.04
H -11.407812 10.885403 0.591820 0.48 0.43 -0.19
H -10.007472 7.367548 -0.103665 -0.89 0.03 -0.46
H -9.472499 8.588727 0.958526 -0.35 0.09 0.56
C -3.675551 6.311125 -5.831358 -0.75 -0.18 -1.42
C -2.344515 6.640982 -5.227355 1.02 0.29 0.63
C -1.271389 5.753315 -5.931716 -2.32 0.41 0.23
O -2.082241 4.717743 -6.520286 -0.60 -0.83 -0.41
C -3.530977 4.833372 -6.270869 1.03 1.28 1.10
H -3.845852 6.975308 -6.678678 0.24 -0.12 -0.56
H -4.542886 6.570221 -5.224141 0.09 -0.57 0.51
H -2.316295 6.408490 -4.162815 -0.12 0.18 0.10
H -2.184149 7.708588 -5.377725 0.39 -0.01 0.40
H -0.547714 5.337057 -5.230912 -0.12 -0.13 0.00
H -0.733981 6.325793 -6.687733 -0.03 -0.24 -0.32
H -3.892452 4.253514 -5.421632 0.63 -0.52 0.24
H -4.123265 4.456369 -7.104640 0.42 0.47 -0.39
C -4.613268 8.439125 -1.776171 0.75 0.57 -0.65
C -5.922019 8.369883 -0.969747 0.93 -0.56 0.44
C -5.978796 9.728660 -0.260962 -0.23 -1.50 -0.43
O -5.412780 10.577849 -1.221453 -0.41 1.23 -0.47
C -4.226362 9.958315 -1.793765 -1.74 -0.01 1.16
H -4.759160 8.084815 -2.796604 -0.02 0.00 -0.05
H -3.782589 7.859499 -1.373552 -0.20 -0.12 0.25
H -5.934244 7.500307 -0.312642 0.07 0.07 0.22
H -6.793138 8.245710 -1.613040 0.10 0.25 -0.15
H -5.470022 9.802233 0.700210 0.41 -0.27 0.06
H -7.042154 9.832622 -0.045161 0.04 1.21 -0.29
H -3.429746 10.287159 -1.126405 0.50 -0.65 -0.07
H -4.062769 10.428040 -2.763650 -0.14 -0.27 -0.06
C -8.156323 5.454845 -10.407699 0.21 -0.28 -1.27
C -6.628364 5.534096 -10.320927 -2.21 0.84 -1.43
O -6.178034 4.676426 -9.383033 1.36 -1.39 2.00
H -8.769208 5.450606 -9.506337 0.47 0.44 0.17
H -8.419861 4.547484 -10.951154 0.01 -0.28 0.18
H -8.426155 6.235702 -11.118712 -0.47 0.32 0.32
H -6.347141 6.572794 -10.147364 0.33 0.22 0.06
H -6.270378 5.186774 -11.290103 0.15 0.52 -0.43
H -5.235609 4.598866 -9.548612 0.19 -0.34 0.42

20
Properties=species:S:1:pos:R:3:forces:R:3 method="wB97M-V/def2-TZVPD" spin_multiplicity=2 total_charge=+1 lumo_energy_ev="-3.84 / -8.90" e_above_lowest_kj_mol=260.28
N -0.721592 1.289778 0.582146 0.23 -0.88 -0.82
C 0.024168 0.598635 -0.451085 0.80 0.40 0.97
C 1.191196 -0.232055 0.145120 -0.63 -0.37 -0.51
C 1.873690 0.548266 1.237004 0.09 0.42 0.86
O 2.207119 0.044753 2.275306 0.00 -0.33 -0.24
C -0.735261 -0.337407 -1.426480 0.08 -0.02 -0.52
N -1.407295 0.356744 -2.450876 -1.28 0.43 0.08
H -1.347035 1.995227 0.222897 -0.17 0.07 0.33
H -1.150722 0.646881 1.232292 -0.37 0.30 0.18
H 0.524733 1.392294 -1.008172 -0.18 -0.05 -0.44
H 1.809633 -0.496496 -0.700156 0.83 0.32 -0.15
H 0.943124 -1.226514 0.531933 -0.37 0.29 0.15
H 1.961595 1.646357 1.154330 0.09 -0.08 -0.52
H -0.092272 -1.086458 -1.900684 -0.09 -0.08 0.04
H -1.507094 -0.907052 -0.871023 0.06 0.02 0.15
H -1.848486 -0.075442 -3.262598 0.66 -0.42 -0.15
H -1.847631 1.263668 -2.282980 0.38 0.08 0.30
H 0.664639 -1.871800 2.825341 0.02 0.33 -0.07
H -0.432133 -1.403285 1.824006 0.05 0.40 0.27
O -0.110375 -2.146099 2.323684 -0.20 -0.83 0.08

31
Properties=species:S:1:pos:R:3:forces:R:3 method="wB97M-V/def2-TZVPD" spin_multiplicity=1 total_charge=-1 lumo_energy_ev=3.18
C -1.966547 2.082498 -0.252031 0.10 0.31 -0.24
C -2.204503 0.741265 -0.961544 -0.24 -0.44 0.29
Nb -0.635130 -0.734949 -0.474857 -0.17 -0.16 0.20
C 1.138811 -0.518695 -1.646916 0.34 0.35 0.28
C 2.604261 -0.456321 -1.210940 0.09 -0.10 -0.10
C 2.911720 -1.472656 -0.113017 0.11 0.03 0.06
C 2.991810 0.958669 -0.778615 0.06 0.15 0.13
S -1.800481 -1.136185 1.845080 0.88 0.13 -0.14
C -2.371151 0.373290 2.653852 -0.05 0.00 0.07
O -0.851290 -1.668232 2.830454 -0.05 -0.18 0.07
O -3.015105 -1.920877 1.599207 -0.10 0.04 -0.04
H -2.625292 2.202457 0.605927 0.02 -0.05 0.04
H -0.940687 2.214562 0.110448 -0.01 -0.07 0.00
H -2.164158 2.927172 -0.923374 -0.01 -0.02 0.03
H -3.228040 0.398811 -0.797785 0.05 -0.07 -0.03
H -2.118294 0.857720 -2.051996 0.19 -0.09 0.03
H 0.418713 0.257935 0.728661 -0.14 0.13 0.03
H -0.388688 -2.429817 0.078873 -0.64 0.29 -0.27
H -1.724055 -1.703661 -1.646693 0.14 -0.04 -0.15
H 0.972887 -1.374899 -2.326903 -0.15 0.00 0.03
H 0.896051 0.402634 -2.211485 -0.14 -0.13 -0.14
H 3.232221 -0.716472 -2.075484 -0.02 0.00 0.03
H 3.993666 -1.575675 0.020275 -0.01 0.04 0.02
H 2.511842 -2.459909 -0.353967 -0.06 0.03 0.02
H 2.482327 -1.145184 0.836691 -0.10 -0.08 -0.05
H 2.146498 1.454862 -0.296063 0.00 -0.08 0.03
H 3.316117 1.570271 -1.625074 -0.09 -0.02 -0.03
H 3.808073 0.948695 -0.050411 0.03 -0.05 -0.08
H -3.391382 0.597591 2.347718 0.05 0.06 -0.07
H -1.683119 1.182158 2.421595 0.02 0.02 0.00
H -2.317075 0.142940 3.718373 -0.10 0.00 -0.02

52
Properties=species:S:1:pos:R:3:forces:R:3 method="wB97M-V/def2-TZVPD" spin_multiplicity=1 total_charge=0 smiles="CCC[C@H](C)C1=C(N(C)C(C)=O)C(=O)OC1=O.CC#N.CC#N.CC#N" lumo_energy_ev=-0.87 e_above_lowest_kj_mol=642.65
C 1.569954 -2.168912 0.046993 0.03 0.75 -0.32
C 1.688662 -0.587005 -0.290617 -1.00 -0.75 0.47
C 0.404625 0.142765 0.412141 1.49 0.95 0.30
C -0.064813 1.384079 -0.494818 0.17 0.31 -0.31
C -0.358547 2.746642 0.358719 0.01 -0.31 -1.06
C -1.280979 1.077324 -1.482126 -0.75 -0.53 0.30
C -2.498948 0.356906 -1.307315 2.96 1.87 -1.53
N -2.937460 -0.346905 -0.097060 -1.50 1.33 -1.87
C -2.928720 0.524071 1.123183 0.12 0.20 1.76
C -4.258358 -0.992031 -0.322858 -3.62 -0.38 -0.85
C -4.236602 -2.513747 -0.844756 -0.23 0.85 -0.76
O -5.375072 -0.431262 -0.176642 4.58 -1.56 0.08
C -3.180502 0.546491 -2.732857 -3.41 -0.88 -1.70
O -4.197053 0.041681 -3.256522 3.83 1.48 2.62
O -2.501180 1.528194 -3.559151 2.10 -1.43 2.39
C -1.198707 1.691074 -2.947144 2.24 0.88 -0.16
O -0.180328 2.205742 -3.485959 -5.09 -2.24 2.16
H 2.596772 -2.680729 0.116257 -1.66 0.67 -0.19
H 0.928293 -2.630016 -0.792093 1.04 0.41 1.48
H 1.016286 -2.254770 1.046245 0.91 -0.18 -1.40
H 1.598660 -0.440507 -1.421919 0.39 -0.18 1.55
H 2.685215 -0.147000 0.101240 -1.80 -0.59 -0.71
H 0.833339 0.600733 1.398147 -1.06 -0.87 -1.73
H -0.423400 -0.590375 0.694988 1.13 0.96 -0.76
H 0.837763 1.654030 -1.169939 -1.66 -0.52 0.92
H -0.826497 2.452068 1.356602 0.65 0.75 -1.37
H 0.616935 3.352721 0.497530 -1.65 -1.23 -0.03
H -1.065170 3.375151 -0.306837 0.97 -0.77 1.42
H -2.112402 0.112408 1.835582 -1.19 0.98 -1.25
H -2.759117 1.631624 0.891909 -0.19 -1.74 0.23
H -3.913379 0.439011 1.717169 1.39 0.06 -1.28
H -5.278291 -2.731225 -1.296925 1.69 0.39 1.05
H -3.999414 -3.232352 0.012197 -0.18 1.06 -1.28
H -3.497935 -2.621278 -1.727321 -0.87 0.11 1.68
C -3.969695 -1.832040 -6.064222 -0.14 0.29 -0.06
C -3.569325 -3.214286 -5.784963 0.03 -0.10 0.00
N -3.255147 -4.300278 -5.565336 -0.14 0.49 -0.07
H -4.559001 -1.761210 -6.981734 0.10 -0.24 0.07
H -4.577019 -1.417762 -5.255935 0.14 -0.19 0.02
H -3.102334 -1.178586 -6.184821 0.01 -0.22 0.07
C 5.165906 1.242473 2.481505 -0.06 0.16 -0.36
C 3.751763 1.554332 2.251535 -0.07 0.11 -0.10
N 2.640542 1.799376 2.071112 0.61 0.00 0.19
H 5.340322 0.166665 2.511943 -0.26 0.21 -0.03
H 5.801272 1.651871 1.691818 -0.26 0.05 -0.03
H 5.518705 1.654462 3.426337 -0.32 0.03 -0.22
C 6.495791 0.882690 6.689881 -0.03 0.15 0.29
C 6.565058 0.293900 5.349348 0.12 -0.19 -0.02
N 6.619098 -0.168242 4.295854 0.39 -0.09 1.05
H 7.299899 1.604119 6.853692 -0.02 -0.13 -0.22
H 5.550750 1.407559 6.849959 0.05 -0.11 -0.21
H 6.579776 0.120336 7.467990 0.01 -0.06 -0.25

9
Properties=species:S:1:pos:R:3:forces:R:3 method="wB97M-V/def2-TZVPD" spin_multiplicity=1 total_charge=0 smiles="S=c1ncnnnn1" lumo_energy_ev=-1.53 e_above_lowest_kj_mol=123.49
S -2.589477 -0.222951 -0.537402 0.26 0.03 0.10
C -1.192378 -0.119057 0.242795 -0.31 -0.32 -0.11
N -0.476505 1.019693 0.577230 0.19 0.12 -0.05
C 0.698888 1.082200 0.097327 0.17 -0.04 -0.09
N 1.205605 0.214966 -0.918437 -0.26 0.07 0.28
N 1.000569 -1.012145 -0.905724 0.08 0.14 0.07
N 0.538219 -1.633130 0.292313 -0.78 0.39 0.24
N -0.525066 -1.259577 0.816810 0.71 -0.20 -0.34
H 1.340148 1.929998 0.335085 -0.05 -0.19 -0.10

43
Properties=species:S:1:pos:R:3:forces:R:3 method="wB97M-V/def2-TZVPD" spin_multiplicity=1 total_charge=0 lumo_energy_ev=-0.66 e_above_lowest_kj_mol=103.85
Kr 9.255160 11.975800 -2.083780 -0.01 -0.03 0.02
O 5.704890 12.593210 -2.611890 -0.41 -0.56 -0.01
H 5.358780 12.842260 -3.468870 -0.09 0.04 -0.30
H 6.089780 13.398190 -2.265340 0.58 0.19 0.11
O 11.136410 11.840320 1.466770 0.26 0.32 0.23
H 11.195980 11.228080 2.200140 -0.19 -0.06 0.34
H 11.373210 11.319410 0.699420 -0.02 -0.18 -0.49
O 9.545760 8.928370 0.580530 -0.15 -0.63 -0.19
H 9.764560 8.055200 0.906000 -0.08 -0.26 0.19
H 10.313830 9.195760 0.075750 0.51 0.21 -0.21
O 8.477180 13.376510 -5.584550 0.33 0.91 0.32
H 8.511320 13.288750 -6.537100 -0.01 -0.09 -0.20
H 8.181030 12.520480 -5.275140 -0.57 -0.78 -0.12
O 9.127310 13.690220 1.384140 -0.58 0.46 0.01
H 9.248970 14.248960 0.616520 -0.05 0.12 -0.14
H 9.890640 13.112680 1.383990 0.68 -0.34 0.15
O 9.722680 9.299190 -4.780550 -0.08 -0.02 0.18
H 10.673290 9.280140 -4.670030 0.26 0.23 -0.09
H 9.499240 8.420900 -5.088610 -0.15 -0.31 -0.08
O 12.988690 13.988870 -2.887200 0.01 -0.31 0.10
H 13.053980 14.817070 -3.362660 0.06 0.24 -0.27
H 12.534160 14.213440 -2.075290 -0.08 0.08 0.29
O 11.950110 9.875070 -0.359810 0.04 0.01 -0.09
H 12.270530 9.941280 -1.259350 0.00 0.12 -0.43
H 12.741460 9.781780 0.170570 0.32 -0.16 0.25
O 11.191170 13.135400 -5.030580 0.56 -0.20 -0.01
H 10.242220 13.231320 -4.949830 -0.79 0.15 -0.41
H 11.524130 13.290380 -4.146640 0.43 0.03 0.24
O 7.394550 8.505070 -1.874910 0.07 -0.21 -0.26
H 7.271790 7.713530 -1.350870 -0.15 -0.13 0.16
H 8.235640 8.857460 -1.583990 0.19 0.23 0.22
O 7.417660 10.792220 -5.645410 0.31 0.52 -0.61
H 6.788580 10.556110 -4.963700 -0.78 -0.34 0.59
H 8.202770 10.287680 -5.432640 0.44 -0.18 0.07
O 8.051910 10.904390 1.463090 -0.45 0.25 0.26
H 8.664260 10.203640 1.239030 -0.01 -0.30 -0.03
H 8.549010 11.710680 1.325200 -0.20 0.47 0.03
O 6.860640 15.013830 -2.106230 0.00 0.06 -0.11
H 7.534030 15.398010 -1.544820 0.22 0.04 0.12
H 6.033390 15.300790 -1.719530 -0.30 0.30 0.15
O 5.704960 9.960450 -3.522240 -0.22 -0.09 -0.91
H 5.889390 10.750580 -3.014390 -0.07 0.55 0.53
H 6.314560 9.307000 -3.179280 0.18 -0.36 0.40

15
Properties=species:S:1:pos:R:3:forces:R:3 method="wB97M-V/def2-TZVPD" spin_multiplicity=1 total_charge=0 lumo_energy_ev=-3.95 e_above_lowest_kj_mol=18.66
Tl -8.308588 2.618659 -34.116265 0.18 -0.15 -0.42
P -7.715055 1.080002 -37.058306 0.43 0.41 0.96
O -7.680902 2.608588 -36.801985 0.07 -0.80 -0.19
O -8.704844 0.780225 -38.149479 -0.10 -0.12 0.25
O -8.054253 0.389009 -35.701784 0.18 0.26 -1.09
O -6.269192 0.616457 -37.331865 -0.68 0.32 0.33
O -10.301407 0.519127 -33.391260 -0.23 0.10 0.11
H -10.995404 0.332243 -34.036992 0.19 -0.06 0.04
H -10.730582 0.443678 -32.529891 0.04 -0.02 -0.14
O -6.331956 4.521388 -35.091893 0.25 0.15 0.06
H -5.718629 4.194202 -35.763541 -0.28 -0.07 -0.02
H -6.259900 5.481493 -35.134185 0.00 -0.11 0.05
O -7.954750 4.981530 -32.211737 -0.10 0.20 0.16
H -8.344016 5.832983 -32.447739 0.06 -0.12 0.04
H -7.835915 5.021248 -31.254363 0.00 -0.01 -0.14